An isolated molecule of H3O3P at a distorted geometry. Source: the Open Molecules 2025 dataset; level of theory: wB97M-V/def2-TZVPD.

Computed properties:
Largest force on an atom, Eh/bohr: 0.0895
Kohn-Sham gap, eV: 10.17
ΔE to the lowest compared entry with this formula, charge and spin, kJ/mol: 124.9
Charge: 0
Electronic energy, Ha: -568.890549

Cartesian coordinates (Å):
O1 0.626 -1.065 0.162
P1 0.537 0.295 -0.641
O2 -1.486 0.595 -0.235
O3 1.139 1.250 0.468
H1 0.195 -1.833 -0.212
H2 -2.133 0.110 -0.779
H3 1.123 0.648 1.238

Forces on atoms 1 to 6 (eV/Å):
O 0.7 -0.9 1.0
P -4.2 1.2 -1.5
O 2.9 -0.4 -0.4
O -0.1 -0.8 0.6
H -0.2 -0.1 -0.2
H 0.7 0.2 0.0



An isolated molecule of H3O3P at a distorted geometry. Source: the Open Molecules 2025 dataset; level of theory: wB97M-V/def2-TZVPD.

Computed properties:
Largest force on an atom, Eh/bohr: 0.1951
Kohn-Sham gap (spin up / spin down), eV: 4.50 / 7.19
⟨S²⟩: 2.0097
ΔE to the lowest compared entry with this formula, charge and spin, kJ/mol: 225.6
Spin multiplicity: 3
Charge: 0
Electronic energy, Ha: -568.669307

Cartesian coordinates (Å):
O1 0.391 -1.001 -0.844
O2 -1.058 0.120 0.778
O3 1.638 0.413 0.612
P1 0.369 0.316 -0.054
H1 -0.246 -1.609 -1.102
H2 -1.225 0.463 1.703
H3 0.130 1.297 -1.094

Forces on atoms 1 to 6 (eV/Å):
O 2.4 -0.1 -0.6
O -0.8 -1.3 0.6
O 8.5 0.2 3.3
P -9.6 2.6 -1.1
H -2.1 -1.3 -0.4
H 0.6 0.1 -0.9



H3O3P3 as an isolated structure at a distorted geometry. Source: the Open Molecules 2025 dataset; level of theory: wB97M-V/def2-TZVPD.

Computed properties:
Largest force on an atom, Eh/bohr: 0.1018
Kohn-Sham gap, eV: 7.23
ΔE to the lowest compared entry with this formula, charge and spin, kJ/mol: 87.5
Charge: -2
Electronic energy, Ha: -1251.575228

Cartesian coordinates (Å):
O1 -1.728 -2.005 -0.217
O2 -0.626 0.292 -1.166
O3 -2.632 0.401 0.505
P1 1.081 1.207 -0.182
P2 0.502 -0.129 1.391
P3 -1.435 -0.337 -0.015
H1 1.679 0.361 -1.226
H2 2.493 1.281 0.416
H3 0.667 -1.072 0.494

Forces on atoms 1 to 6 (eV/Å):
O 1.3 5.0 0.7
O -0.9 -0.1 -0.1
O 0.0 0.4 0.1
P 2.1 0.6 -1.0
P -1.6 0.9 1.4
P -1.2 -5.1 -0.4



An isolated molecule of H3O3PS at a distorted geometry. Source: the Open Molecules 2025 dataset; level of theory: wB97M-V/def2-TZVPD.

Computed properties:
Largest force on an atom, Eh/bohr: 0.0733
Kohn-Sham gap, eV: 9.91
ΔE to the lowest compared entry with this formula, charge and spin, kJ/mol: 52.7
Charge: 0
Electronic energy, Ha: -967.154119

Cartesian coordinates (Å):
O1 -0.595 -1.431 0.017
P1 -0.229 0.135 0.276
O2 -0.360 0.902 -1.276
O3 1.375 -0.058 0.269
S1 -1.129 1.021 1.714
H1 -1.386 -1.814 0.533
H2 0.412 0.429 -1.801
H3 1.911 0.814 0.268

Forces on atoms 1 to 6 (eV/Å):
O -1.3 0.2 1.0
P -0.1 0.3 -2.3
O 2.2 -2.8 1.3
O 1.0 1.8 0.3
S 0.3 -0.2 -0.6
H 1.8 1.3 -1.0



An isolated molecule of H3O3PS3 at a distorted geometry. Source: the Open Molecules 2025 dataset; level of theory: wB97M-V/def2-TZVPD.

Computed properties:
Largest force on an atom, Eh/bohr: 0.1094
Kohn-Sham gap, eV: 8.50
ΔE to the lowest compared entry with this formula, charge and spin, kJ/mol: 38.2
Charge: 0
Electronic energy, Ha: -1763.435141

Cartesian coordinates (Å):
O1 0.093 1.830 -1.267
P1 0.004 0.415 -0.646
S1 0.043 -1.330 -1.585
O2 1.416 0.423 0.444
S2 2.094 -0.927 0.963
O3 -1.175 0.554 0.583
S3 -2.445 -0.461 0.780
H1 0.265 2.536 -0.645
H2 1.721 -1.629 -0.252
H3 -2.017 -1.410 1.625

Forces on atoms 1 to 6 (eV/Å):
O -0.2 -0.1 -0.8
P 1.5 -3.7 4.0
S -0.7 2.4 0.1
O -3.2 2.8 -2.6
S 0.2 -2.6 -0.9
O 1.9 0.4 -1.5



A 2-piece molecular cluster, H3O4PS overall at a distorted geometry. Source: the Open Molecules 2025 dataset; level of theory: wB97M-V/def2-TZVPD.

Computed properties:
Largest force on an atom, Eh/bohr: 0.0699
Kohn-Sham gap (spin up / spin down), eV: 7.12 / 7.14
ΔE to the lowest compared entry with this formula, charge and spin, kJ/mol: 229.9
Charge: 0
Electronic energy, Ha: -1042.276033

Cartesian coordinates (Å):
O1 1.809 -0.542 -0.444
O2 -0.334 1.062 1.228
O3 -0.283 0.760 -1.288
O4 -2.501 0.387 0.067
P1 -1.052 0.298 0.015
S1 -0.315 -1.628 0.378
H1 -0.272 0.466 1.975
H2 0.700 0.538 -1.000
H3 2.249 -1.341 -0.932

Forces on atoms 1 to 6 (eV/Å):
O -1.3 -3.3 0.2
O 0.1 0.2 -0.7
O 0.9 -0.3 1.8
O -0.3 -0.5 -0.4
P 0.4 1.2 -0.1
S 2.6 0.7 -1.3



An isolated ion of composition H3O4PSi and charge -2 at a distorted geometry. Source: the Open Molecules 2025 dataset; level of theory: wB97M-V/def2-TZVPD.

Computed properties:
Largest force on an atom, Eh/bohr: 0.0991
Kohn-Sham gap, eV: 5.85
ΔE to the lowest compared entry with this formula, charge and spin, kJ/mol: 92.6
Charge: -2
Electronic energy, Ha: -933.667720

Cartesian coordinates (Å):
O1 2.193 -0.441 1.424
P1 1.661 0.165 0.170
O2 1.478 1.657 0.162
O3 2.097 -0.394 -1.175
Si1 -0.655 -0.134 0.147
O4 -2.059 -1.273 0.193
H1 -1.171 1.100 0.792
H2 -0.920 0.341 -1.264
H3 -2.624 -1.021 -0.450

Forces on atoms 1 to 6 (eV/Å):
O 0.7 -0.6 0.9
P 0.4 -0.5 -1.1
O -0.4 0.8 0.2
O 0.1 -0.3 0.3
Si -1.0 0.4 -1.1
O 3.5 -1.1 3.5



An isolated molecule of H3OP at a distorted geometry. Source: the Open Molecules 2025 dataset; level of theory: wB97M-V/def2-TZVPD.

Computed properties:
Largest force on an atom, Eh/bohr: 0.1228
Kohn-Sham gap, eV: 10.33
ΔE to the lowest compared entry with this formula, charge and spin, kJ/mol: 41.5
Charge: 0
Electronic energy, Ha: -418.348639

Cartesian coordinates (Å):
O1 -0.998 -0.212 0.027
P1 0.637 -0.323 0.104
H1 -1.403 -0.681 0.641
H2 0.950 -0.022 -1.316
H3 0.814 1.237 0.544

Forces on the atoms, in the same order (eV/Å):
O 2.5 3.2 -4.7
P 0.6 3.0 -0.1
H -2.9 -3.5 4.4
H -0.4 -0.2 1.2
H 0.2 -2.5 -0.8



A 2-piece molecular cluster, H3OP overall at a distorted geometry. Source: the Open Molecules 2025 dataset; level of theory: wB97M-V/def2-TZVPD.

Computed properties:
Largest force on an atom, Eh/bohr: 0.0965
Kohn-Sham gap, eV: 9.03
ΔE to the lowest compared entry with this formula, charge and spin, kJ/mol: 216.3
Charge: 0
Electronic energy, Ha: -418.282068

Cartesian coordinates (Å):
O1 -1.175 -0.107 -0.183
P1 0.493 -0.402 -0.038
H1 -1.557 -0.741 0.316
H2 0.673 0.339 -1.358
H3 1.566 0.911 1.263

Forces on the atoms, in the same order (eV/Å):
O 3.5 3.0 -1.8
P 0.4 2.3 -0.7
H -2.4 -3.1 2.7
H 0.4 -0.6 1.8
H -1.9 -1.5 -2.0



A 2-piece molecular cluster, H3OPS overall at a distorted geometry. Source: the Open Molecules 2025 dataset; level of theory: wB97M-V/def2-TZVPD.

Computed properties:
Largest force on an atom, Eh/bohr: 0.0564
Kohn-Sham gap (spin up / spin down), eV: 6.88 / 6.89
ΔE to the lowest compared entry with this formula, charge and spin, kJ/mol: 275.3
Charge: 0
Electronic energy, Ha: -816.477475

Cartesian coordinates (Å):
O1 -2.009 0.341 -0.519
P1 -0.776 -0.203 0.106
S1 2.251 0.243 -0.123
H1 -0.630 -1.729 0.052
H2 -0.811 0.112 1.389
H3 1.976 1.236 -0.904

Forces on the atoms, in the same order (eV/Å):
O 1.2 -0.1 -0.5
P 0.9 -2.3 -1.5
S -2.4 -1.3 0.8
H -0.1 2.1 -0.1
H 0.5 0.5 2.2
H -0.2 1.2 -0.9



A 2-piece molecular cluster, H3OPS overall at a distorted geometry. Source: the Open Molecules 2025 dataset; level of theory: wB97M-V/def2-TZVPD.

Computed properties:
Largest force on an atom, Eh/bohr: 0.0309
Kohn-Sham gap (spin up / spin down), eV: 7.53 / 7.53
ΔE to the lowest compared entry with this formula, charge and spin, kJ/mol: 314.1
Charge: 0
Electronic energy, Ha: -816.462694

Cartesian coordinates (Å):
O1 0.257 0.726 0.999
P1 -0.591 -0.232 0.258
S1 0.933 2.859 -0.472
H1 -1.608 -0.676 1.123
H2 0.157 -1.410 0.034
H3 1.605 2.040 -1.277

Forces on the atoms, in the same order (eV/Å):
O 0.9 1.2 0.5
P -0.5 -1.0 -0.1
S -0.1 0.4 0.1
H -0.3 -0.2 -0.1
H -0.1 -0.2 -0.3
H 0.2 -0.2 -0.1



A 2-piece molecular cluster, H3OPS overall at a distorted geometry. Source: the Open Molecules 2025 dataset; level of theory: wB97M-V/def2-TZVPD.

Computed properties:
Largest force on an atom, Eh/bohr: 0.0813
Kohn-Sham gap, eV: 9.27
ΔE to the lowest compared entry with this formula, charge and spin, kJ/mol: 169.1
Charge: 0
Electronic energy, Ha: -816.517934

Cartesian coordinates (Å):
O1 0.081 0.116 1.349
P1 0.748 0.127 -0.083
S1 -0.976 -0.278 -1.187
H1 0.293 -0.703 1.823
H2 0.414 2.141 -0.293
H3 -0.560 -1.404 -1.610

Forces on the atoms, in the same order (eV/Å):
O -0.2 -0.4 2.3
P -0.1 3.7 -1.9
S -0.9 1.7 0.0
H -0.1 0.3 0.1
H 0.7 -3.3 0.3
H 0.7 -1.9 -0.8



Which of these has the lowest largest force on an atom? number 11



Look up the ΔE to the lowest compared entry with this formula, charge and spin of the fifth one. 38.2 kJ/mol